C55H51AsF2N2O7W as an isolated structure, computed with ωB97M-V/def2-TZVPD.

Structure (XYZ):
```
119
Properties=species:S:1:pos:R:3:forces:R:3
H -3.0723 -2.9516 -5.5128 -0.014 0.000 -0.002
C -2.7131 -2.7331 -4.5179 -0.041 -0.006 0.059
O -1.1411 -2.3893 3.3130 -0.249 0.204 -0.117
C -1.8115 -2.1475 -1.8989 -0.022 -0.080 -0.006
H 0.4627 -5.5479 4.4543 -0.008 -0.001 0.006
C -3.5812 -2.8078 -3.4131 -0.002 -0.016 -0.053
O -1.6441 0.7798 -0.9492 0.057 -0.321 -0.072
H -3.6214 9.0871 0.7718 -0.001 0.004 0.011
C -3.4912 6.9887 1.1407 -0.039 0.020 0.018
C -2.5722 2.9539 -1.1036 -0.011 0.220 0.043
H -2.7282 1.6317 1.6723 0.092 -0.022 -0.008
C -1.9882 8.2098 -0.3042 -0.068 -0.013 0.060
H 2.7971 3.5398 -3.7801 0.004 0.009 -0.008
H -1.7649 -0.9138 4.6582 0.008 0.040 -0.001
H 5.4014 -0.0304 -1.9635 0.003 0.001 -0.005
H 0.2326 -3.9981 2.5455 0.049 -0.027 0.018
C 3.6299 -4.2198 2.6751 -0.059 -0.083 0.007
C -2.8100 5.8057 0.8789 -0.136 -0.076 0.130
As 2.1683 -2.7922 0.6813 0.055 0.216 0.063
H 1.6195 -6.7077 -3.4881 0.001 -0.003 -0.003
C -1.3342 3.4612 -0.6600 -0.041 -0.154 0.045
H 0.7051 -0.2017 2.9269 0.002 -0.003 0.002
O -3.1039 4.6004 1.4232 0.048 0.004 -0.087
C 1.9923 -4.0070 -0.7779 -0.055 -0.017 -0.053
H 3.4430 3.3207 -1.4061 -0.006 -0.005 0.004
H -3.8955 -0.0927 -1.8701 -0.001 -0.002 -0.009
C 4.2572 -1.0787 1.5795 0.039 -0.011 -0.064
C 1.3459 -5.1744 3.9539 -0.006 0.004 -0.009
C 2.6071 2.7651 -1.7979 -0.021 0.009 -0.029
H 3.9353 -1.3657 2.5730 -0.010 0.001 0.015
C -2.6391 1.5363 -1.2622 -0.275 0.111 -0.009
C -0.9261 -2.0920 -3.0102 0.088 0.025 -0.014
C 0.7255 -4.4918 -1.0917 0.026 0.039 -0.038
H -5.8076 1.3362 -2.4632 -0.004 -0.001 -0.010
H -3.8078 -2.6248 -1.2888 -0.012 0.016 0.003
C 2.6078 -5.5500 4.3951 -0.016 -0.010 0.015
C 2.9779 2.4204 1.2837 0.007 0.006 0.045
C 1.4852 -2.3098 -3.8105 -0.032 0.084 -0.030
H 4.5196 -3.8574 2.1759 0.023 0.011 -0.009
C 5.6739 0.2358 0.1489 0.012 0.012 -0.011
C -1.7375 5.8400 -0.0102 0.171 -0.028 -0.146
H 1.3790 -1.7146 -4.7207 0.005 -0.004 -0.003
C -1.4045 -2.4051 -4.3058 0.002 0.002 -0.002
H 0.0209 4.7673 -0.1127 0.039 -0.015 0.094
H 6.4657 0.9641 0.0320 0.003 0.004 0.001
H -0.5172 2.7484 -0.6378 -0.113 0.070 -0.001
C 1.8832 1.9157 -0.9559 0.014 0.011 0.072
H -0.3840 -5.8428 -2.3289 -0.002 0.001 -0.001
C 1.1452 2.1691 -3.6021 0.037 0.033 0.044
H -0.1503 -4.1015 -0.5847 0.024 -0.011 0.012
H 3.5969 -1.6940 -1.6962 -0.003 -0.013 -0.013
H -4.6137 -3.0950 -3.5685 -0.001 -0.003 -0.003
H -2.4827 -2.5240 4.8999 -0.010 -0.009 -0.007
H -0.4669 7.0265 -1.2503 -0.001 -0.002 0.004
H -5.6711 3.8052 -2.2325 -0.011 -0.004 0.008
H -4.3332 6.9934 1.8167 -0.007 -0.002 0.010
H 3.7674 2.7804 3.2466 0.006 0.005 0.009
H -3.0655 -0.4717 2.8817 0.000 0.082 -0.012
F 3.8182 3.3177 0.7318 -0.016 -0.012 -0.005
H -0.9735 1.9449 1.6648 0.040 -0.011 -0.028
C 0.4753 -1.8694 -2.7994 0.032 -0.199 0.069
H 3.8609 -5.8576 -2.8995 0.000 0.000 -0.003
H -4.2288 5.0673 3.1124 -0.014 0.014 -0.002
H 2.7045 -6.2177 5.2406 0.002 -0.005 0.004
C -3.8422 0.9807 -1.7549 0.081 -0.020 0.002
H 0.8114 2.2570 -4.6254 -0.002 -0.001 -0.010
C -1.3167 7.0318 -0.5780 0.010 -0.011 -0.080
H 5.7353 0.2958 2.2929 0.000 0.000 0.005
H -0.3735 0.7567 -3.0478 0.009 -0.009 -0.011
C 0.4860 1.3346 -2.7327 0.054 -0.048 -0.012
H -1.7172 -2.7855 1.4178 0.011 0.043 0.079
C 2.0656 1.7314 0.4816 -0.015 0.045 -0.080
C -1.7557 1.3038 2.0525 -0.161 -0.020 -0.109
C 2.2407 2.8852 -3.1227 -0.051 -0.037 0.011
C 2.9846 -5.4677 -2.3992 0.039 0.018 0.019
N 0.8518 1.1909 -1.4466 0.252 -0.003 0.033
H -0.7755 -2.2314 5.2995 0.002 -0.012 -0.031
H 4.1138 -4.1377 -1.1497 0.006 0.003 -0.009
H 4.7269 -5.3740 4.1075 0.004 0.002 0.000
H -1.6641 9.1374 -0.7528 -0.009 0.006 -0.003
C -4.2996 4.4894 2.1902 -0.011 0.056 0.007
C 3.0616 2.2295 2.6423 -0.069 -0.063 -0.040
H -3.0339 -2.8720 2.6094 0.019 -0.048 -0.020
C 3.7470 -5.0767 3.7599 0.019 0.031 -0.029
C -3.6939 3.7535 -1.4520 0.030 -0.006 -0.016
H -0.7230 -2.3713 -5.1453 0.003 0.002 0.000
H -3.6308 4.8268 -1.3595 0.017 0.068 0.018
C 4.0699 -1.2644 -0.8255 0.050 0.044 0.068
C 1.3113 0.5528 2.4387 -0.053 -0.049 -0.022
H 1.3373 -3.3554 -4.0772 -0.021 -0.012 0.008
H -3.3299 -0.9012 1.1819 0.035 -0.089 0.029
H -4.4027 3.4355 2.4318 -0.003 0.000 0.007
C 2.2108 1.2787 3.1887 0.051 0.064 -0.055
H -1.7438 1.3509 3.1421 -0.020 -0.036 0.014
C 5.0766 -0.3222 -0.9734 -0.012 -0.010 -0.021
C -2.1348 -2.3168 2.3070 0.064 0.066 0.163
C -1.5749 -1.9896 4.6024 -0.019 -0.072 -0.045
O -1.4937 -0.0491 1.6319 0.312 0.168 -0.081
C -3.0808 8.1771 0.5509 0.038 -0.055 -0.031
O -1.4147 -1.9334 -0.6697 -0.202 0.167 -0.012
C -3.1462 -2.5360 -2.1409 0.092 -0.074 0.045
C 2.3607 -3.8451 2.2429 -0.033 0.027 0.144
N -0.9714 4.6547 -0.2681 0.005 0.220 -0.007
O 0.9374 -1.3345 -1.7530 -0.103 0.124 -0.306
C 1.2126 -4.3204 2.8707 0.087 0.053 -0.013
H 2.4865 -2.1666 -3.4174 0.001 0.001 -0.016
W -0.1101 -0.3645 -0.2258 0.006 0.215 0.487
C 3.1267 -4.4956 -1.4168 -0.060 -0.055 0.008
H -5.1643 4.8144 1.6083 0.003 -0.006 0.021
C 1.2043 0.7848 1.0658 0.066 -0.022 0.042
C -4.8319 3.1889 -1.9445 0.010 -0.045 -0.006
C 3.6685 -1.6460 0.4514 0.031 0.077 -0.024
F 2.2905 1.0511 4.5048 0.004 -0.003 0.041
C -4.8984 1.7865 -2.0851 -0.017 0.061 0.016
C -2.5987 -0.9043 1.9963 0.128 -0.239 -0.076
C 0.5962 -5.4596 -2.0763 -0.025 -0.007 -0.003
C 5.2660 -0.1402 1.4212 -0.022 -0.031 0.022
O 0.7961 -1.8080 0.8753 -0.197 -0.555 -0.117
C 1.7239 -5.9451 -2.7278 -0.015 -0.014 -0.002
```
Positions in Å, forces in eV/Å.

## Properties
HOMO-LUMO gap (spin up / spin down): 6.69 / 7.61 eV
M: 1148.8 u
electronic energy: -5264.8078 a.u.
multiplicity: 3
HOMO (spin up / spin down): -12.0 / -13.0 eV
lowest unoccupied orbital energy (spin up / spin down): -5.261 / -5.365 eV
net charge: +2